Computed, not measured: C44H92BF10MnN5O10S2 as an isolated structure, with ωB97M-V/def2-TZVPD.

Values from the calculation:
frontier orbital gap (alpha / beta): 8.71 / 8.70 eV
E_LUMO (alpha / beta): 0.19 / 0.18 eV
HOMO level (alpha / beta): -8.5165 / -8.5165 eV
calculated total energy: -5728.8260 Eh
spin multiplicity: 6

Element x y z (Å)
Mn: 1.597 1.192 2.641
B: -0.075 0.225 0.613
F: 0.876 -0.541 1.500
F: 0.057 1.504 1.346
F: 0.442 0.336 -0.659
F: -1.365 -0.259 0.759
C: 3.504 4.005 5.569
F: 4.293 3.963 4.451
F: 4.078 3.485 6.590
F: 3.191 5.278 5.888
S: 1.844 3.056 5.195
O: 2.188 1.707 5.433
O: 0.850 3.515 6.118
N: 1.467 3.156 3.693
S: 0.760 4.467 2.967
O: 1.125 5.622 3.648
O: 1.036 4.218 1.587
C: -1.112 4.180 3.194
F: -1.741 4.967 2.335
F: -1.425 2.900 2.992
F: -1.453 4.493 4.441
C: 5.521 1.973 0.358
C: 4.152 1.362 0.371
C: 4.006 0.394 -0.853
C: 4.708 -0.947 -0.618
C: 4.213 -1.515 0.727
C: 4.405 -0.724 2.002
N: 3.706 0.639 1.669
O: 3.864 1.652 2.756
C: 3.589 -1.272 3.131
C: 5.878 -0.627 2.312
C: 3.194 2.512 0.212
H: 5.614 2.515 -0.589
H: 6.369 1.222 0.295
H: 5.658 2.680 1.194
H: 2.978 0.233 -0.950
H: 4.335 0.905 -1.728
H: 5.778 -0.937 -0.575
H: 4.455 -1.637 -1.398
H: 4.696 -2.482 0.904
H: 3.184 -1.706 0.551
H: 3.806 -2.335 3.231
H: 3.729 -0.722 4.081
H: 2.522 -1.152 2.898
H: 6.483 -0.425 1.415
H: 6.115 0.157 3.061
H: 6.238 -1.591 2.681
H: 3.183 3.286 0.953
H: 2.195 2.081 0.067
H: 3.475 2.937 -0.765
H: 4.719 2.078 2.670
C: -0.396 1.787 -4.824
C: 0.159 0.390 -4.870
C: 0.099 0.014 -6.464
C: 0.906 -1.254 -6.723
C: 2.348 -1.215 -6.226
C: 2.470 -0.713 -4.726
N: 1.579 0.443 -4.544
O: 1.844 1.099 -3.350
C: 2.239 -1.964 -3.848
C: 3.838 -0.195 -4.446
C: -0.753 -0.562 -4.070
H: -0.666 2.065 -3.818
H: -1.356 1.766 -5.293
H: 0.234 2.573 -5.268
H: -0.955 -0.184 -6.694
H: 0.373 0.941 -6.957
H: 0.951 -1.450 -7.820
H: 0.334 -2.115 -6.403
H: 2.850 -0.474 -6.757
H: 2.888 -2.165 -6.380
H: 1.793 -1.672 -2.861
H: 1.469 -2.672 -4.266
H: 3.179 -2.543 -3.726
H: 4.563 -0.848 -4.919
H: 3.905 0.772 -4.980
H: 3.910 -0.011 -3.387
H: -0.687 -0.403 -2.965
H: -0.406 -1.605 -4.244
H: -1.803 -0.496 -4.405
H: 1.327 0.682 -2.577
C: 1.099 -6.318 0.823
C: 0.228 -5.083 0.758
C: 0.855 -4.100 -0.273
C: -0.062 -2.908 -0.532
C: -1.420 -3.412 -0.986
C: -2.157 -4.357 -0.010
N: -1.109 -5.444 0.322
O: -1.635 -6.318 1.389
C: -2.716 -3.645 1.225
C: -3.341 -4.997 -0.778
C: 0.299 -4.344 2.084
H: 0.971 -6.875 1.744
H: 2.104 -5.904 0.771
H: 0.931 -6.959 -0.037
H: 1.739 -3.694 0.178
H: 1.071 -4.574 -1.247
H: 0.487 -2.271 -1.271
H: -0.093 -2.395 0.399
H: -1.381 -3.871 -1.975
H: -2.090 -2.545 -1.168
H: -3.406 -2.888 0.927
H: -3.196 -4.362 1.918
H: -1.956 -3.215 1.860
H: -3.970 -5.656 -0.141
H: -3.985 -4.212 -1.225
H: -3.005 -5.626 -1.624
H: 1.344 -4.246 2.383
H: -0.287 -4.803 2.860
H: -0.028 -3.277 2.008
H: -2.005 -7.003 0.805
C: -5.974 -1.657 -0.012
C: -5.474 -0.270 -0.295
C: -6.665 0.463 -0.845
C: -6.450 1.981 -1.047
C: -6.079 2.582 0.298
C: -4.889 1.842 0.906
N: -5.151 0.387 0.966
O: -4.076 -0.293 1.618
C: -3.665 2.281 0.141
C: -4.828 2.534 2.318
C: -4.441 -0.397 -1.447
H: -5.294 -2.368 0.463
H: -6.407 -2.033 -0.905
H: -6.717 -1.482 0.742
H: -6.898 0.071 -1.829
H: -7.569 0.224 -0.309
H: -7.353 2.468 -1.387
H: -5.705 2.075 -1.814
H: -6.920 2.496 1.010
H: -5.814 3.617 0.080
H: -3.665 2.126 -0.928
H: -3.618 3.368 0.262
H: -2.728 1.865 0.499
H: -5.746 2.595 2.932
H: -4.053 2.087 2.943
H: -4.534 3.539 2.112
H: -4.406 0.584 -1.896
H: -4.762 -1.093 -2.202
H: -3.452 -0.617 -1.140
H: -3.216 -0.068 1.231
C: -0.935 4.407 -1.519
C: 0.507 4.749 -1.437
C: 1.096 4.916 -2.806
O: 0.857 5.926 -0.663
H: -1.025 3.683 -2.311
H: -1.441 5.350 -1.769
H: -1.281 3.888 -0.616
H: 0.933 3.884 -0.885
H: 0.541 5.521 -3.543
H: 1.096 3.958 -3.332
H: 2.120 5.298 -2.904
H: 1.103 5.602 0.190
C: -0.107 -2.004 4.858
C: -0.713 -0.809 4.144
C: -1.940 -0.256 4.754
O: 0.337 0.166 4.026
H: -0.785 -2.761 5.188
H: 0.504 -1.690 5.701
H: 0.600 -2.392 4.157
H: -0.972 -1.177 3.128
H: -2.093 -0.244 5.820
H: -2.698 -0.860 4.324
H: -2.106 0.779 4.331
H: 0.519 0.446 4.957

Force components x, y, z for each atom (eV/Å):
0.8 0.2 0.6
0.5 -0.1 1.3
-0.8 -0.1 -1.3
-0.8 0.0 -1.3
-0.5 -0.1 0.6
1.1 0.3 -0.5
-2.3 1.1 -1.8
-0.4 0.2 1.2
1.0 -1.0 0.8
0.5 -0.6 -0.7
-0.6 1.5 2.6
1.4 -2.8 -0.3
0.3 1.2 -0.4
-0.8 0.6 -1.9
0.0 -3.6 0.1
0.3 2.5 0.9
-0.4 0.5 -0.3
0.7 0.0 0.6
-0.1 -0.2 0.0
0.1 0.4 -0.2
0.1 0.1 -0.4
1.9 -0.9 0.0
-0.5 -0.8 0.3
1.4 0.1 2.1
-0.4 0.5 1.4
0.4 -0.9 -0.7
-0.6 2.3 -1.0
1.4 0.8 -0.2
-0.4 -1.7 -0.5
-0.6 0.1 0.6
0.9 0.6 0.1
-0.7 -0.6 -1.8
-0.1 0.2 0.3
-1.0 0.9 0.5
0.3 -0.1 -0.4
-1.7 -0.5 -0.4
0.3 0.5 -0.6
0.8 0.6 -0.3
-0.3 -0.5 -0.4
-0.1 -0.1 0.0
-1.3 -0.3 0.3
-0.1 0.0 0.4
0.3 -0.4 -0.4
0.2 -0.4 -0.1
-0.3 0.0 0.4
-0.2 -0.5 -0.3
-0.2 0.1 0.2
0.2 0.2 0.4
-0.1 0.4 0.1
-0.4 0.3 0.3
0.4 0.1 0.0
-0.1 0.5 0.7
-0.2 -0.2 -2.3
-0.2 -0.4 2.6
0.3 0.0 -1.8
-0.8 0.1 1.9
-1.0 -1.7 -0.9
-0.3 -0.7 -0.8
-1.1 -0.3 2.3
-1.4 -0.4 0.7
0.2 1.0 -1.3
0.8 -0.8 0.4
0.3 0.3 0.6
-0.7 0.1 -0.8
-0.1 -0.5 0.1
0.1 0.1 0.0
0.5 -0.2 -0.4
0.0 0.3 0.5
0.0 -0.2 0.7
1.0 1.3 -1.4
-0.3 0.3 0.3
0.8 -0.3 -0.5
0.8 0.7 0.1
-0.6 0.4 0.1
0.4 -0.3 0.6
0.2 -0.3 0.4
0.7 -0.2 0.1
-0.2 0.1 -0.7
-0.4 0.5 0.1
0.5 0.1 0.2
0.9 0.5 -1.6
0.2 0.3 0.0
0.2 1.2 -0.5
-1.1 -0.3 -0.6
0.9 -0.9 -0.9
-1.0 1.2 -0.2
1.2 -0.8 0.1
-1.6 0.0 0.0
-0.2 0.2 -1.5
0.4 -1.1 0.6
0.0 -0.5 -0.2
0.1 1.4 0.2
0.0 -0.1 0.1
0.4 -0.5 0.1
0.0 -0.1 -0.1
0.9 -0.1 0.1
0.1 -0.1 0.5
-0.9 -0.2 0.4
-0.5 0.8 0.4
0.4 -0.3 0.0
0.2 -0.3 0.3
-0.5 0.6 -0.1
-0.1 0.2 -0.6
0.3 0.5 -0.2
0.4 0.6 -0.2
0.3 -0.3 0.4
0.1 0.3 0.4
0.1 -0.4 0.2
-0.1 -0.3 0.4
0.1 -1.0 0.0
0.1 0.1 0.7
0.1 -0.1 1.7
0.3 -0.7 -0.8
-0.8 1.1 -1.5
-0.8 -1.3 1.2
-0.3 -0.7 -1.0
-0.8 1.1 1.2
0.9 0.6 0.2
-0.4 0.0 0.3
0.9 0.6 0.0
0.5 -1.4 0.3
-0.4 1.7 0.6
0.3 0.2 -0.5
-0.4 -0.7 -0.7
-0.9 -0.4 0.4
0.2 -0.4 -0.4
-0.2 0.2 0.8
-0.3 0.0 -0.4
0.5 0.5 -0.2
0.2 0.2 -0.5
0.0 0.2 0.7
-0.3 -0.3 -0.2
0.3 -0.1 0.0
0.2 -0.1 0.3
0.2 -0.5 -0.7
0.1 0.0 0.0
0.2 0.8 0.0
0.3 0.1 -0.6
-0.2 -0.4 -0.1
1.0 -0.5 0.5
-0.2 0.2 -0.4
-0.6 0.6 0.3
1.8 -0.1 1.0
0.5 -0.4 -1.9
-0.9 -0.1 -1.2
-0.3 -0.2 -0.5
-0.5 -0.5 0.2
-0.2 0.6 0.0
0.4 0.4 -0.7
-0.4 0.3 0.8
0.2 -0.3 0.2
-0.1 -0.1 0.7
0.1 -0.2 0.9
0.7 0.7 -0.1
0.3 -1.5 -0.3
-0.8 2.0 -1.0
0.2 0.6 1.2
-0.6 -0.4 0.0
-0.2 0.2 0.4
0.5 -0.8 -0.4
0.4 0.7 0.4
0.6 0.0 0.5
-1.2 -0.5 -0.1
0.0 -1.0 0.6
0.2 0.0 -0.9



Computed, not measured: a 2-piece molecular cluster, C3H7NO overall, with ωB97M-V/def2-TZVPD.

Values from the calculation:
frontier orbital gap: 9.97 eV
E_LUMO: 0.76 eV
HOMO level: -9.2091 eV
calculated total energy: -248.4179 Eh

Element x y z (Å)
C: -2.546 -1.745 0.570
C: -1.983 -1.607 1.789
O: -1.375 -0.483 2.234
H: -2.593 -2.755 0.197
H: -2.423 -0.905 -0.103
H: -2.193 -2.411 2.485
H: -1.547 -0.393 3.168
C: 3.271 1.511 -2.642
N: 2.608 2.435 -2.085
H: 4.216 1.747 -3.125
H: 3.067 0.448 -2.493
H: 1.731 2.054 -1.726

Force components x, y, z for each atom (eV/Å):
2.2 0.7 0.8
-1.7 -0.6 -1.1
-0.3 0.1 -0.3
-0.9 -0.1 -0.1
-0.2 -0.1 -0.3
0.7 -0.1 0.4
0.1 0.1 0.5
0.5 0.0 1.0
-0.4 -0.1 -0.8
0.0 0.1 -0.1
-0.3 0.0 -0.5
0.2 0.0 0.4



Computed, not measured: C13H26CoN4OP2S as an isolated structure, with ωB97M-V/def2-TZVPD.

Values from the calculation:
frontier orbital gap (alpha / beta): 7.54 / 6.21 eV
E_LUMO (alpha / beta): -2.11 / -4.60 eV
HOMO level (alpha / beta): -9.6530 / -10.8111 eV
calculated total energy: -3268.5500 Eh
spin multiplicity: 5
net charge: +1

Element x y z (Å)
Co: -0.011 0.004 0.025
P: -0.515 -2.019 -0.594
P: -1.003 0.236 1.955
N: 0.582 0.256 -1.810
N: 0.181 1.932 -0.006
H: 1.256 1.772 -3.136
H: 1.446 3.360 -0.960
H: 2.377 1.360 -1.806
C: 1.322 1.499 -2.075
H: -0.125 3.066 -1.761
C: 0.705 2.580 -1.207
H: 0.360 -0.281 -3.811
H: -0.041 3.739 1.058
C: 0.170 -0.529 -2.757
C: -0.194 2.648 1.064
H: 0.227 -2.658 -2.803
C: -0.432 -1.856 -2.434
H: -1.436 -2.012 -2.862
H: -2.403 0.066 2.074
H: -0.520 -0.355 3.159
H: -1.775 -2.617 -0.396
H: 0.382 -3.113 -0.392
O: -1.914 -0.036 -0.484
C: -2.456 0.865 -1.442
C: -3.350 0.159 -2.438
C: -3.237 1.890 -0.657
H: -1.586 1.274 -2.020
H: -2.780 -0.428 -3.162
H: -4.085 -0.467 -1.920
H: -3.885 0.926 -3.005
H: -2.631 2.427 0.078
H: -3.692 2.621 -1.330
H: -4.035 1.350 -0.132
C: -0.757 1.986 2.140
H: -1.043 2.520 3.040
C: 2.417 -0.291 3.856
N: 2.410 -1.482 3.023
C: 2.522 -2.793 3.460
C: 2.460 -3.589 2.374
N: 2.312 -2.757 1.277
C: 2.253 -1.455 1.675
S: 1.992 -0.068 0.710
H: 3.280 0.334 3.611
H: 1.508 0.301 3.712
H: 2.484 -0.613 4.896
H: 2.629 -3.025 4.509
H: 2.505 -4.660 2.269
H: 2.188 -3.050 0.316

Force components x, y, z for each atom (eV/Å):
-1.5 0.0 -0.5
-0.6 -1.9 0.0
-0.9 -1.1 1.7
0.1 -1.0 -3.5
-0.3 2.2 0.4
0.2 0.0 0.2
-0.3 -0.2 0.0
-0.3 -0.2 0.0
-0.2 -0.4 -0.6
0.2 -0.2 0.4
-0.3 0.5 0.3
-0.1 0.0 0.2
-0.1 -0.4 0.1
1.2 1.3 0.7
0.4 0.2 -0.6
-0.2 0.3 -0.2
-0.2 -0.4 0.3
0.5 0.2 0.0
0.3 0.1 0.3
-0.4 0.5 0.2
0.4 -0.2 0.0
-0.5 -0.4 -0.4
-0.7 0.1 -1.1
1.1 -0.5 0.6
-0.3 0.2 -0.2
-0.3 0.5 -0.3
-0.8 0.4 0.3
-0.1 -0.1 0.1
0.2 0.0 -0.1
-0.1 -0.2 -0.1
-0.1 -0.2 -0.1
-0.1 0.1 0.1
0.1 0.2 0.0
0.0 0.9 0.5
0.1 0.1 -0.2
0.2 0.2 0.3
-0.3 0.0 -0.7
0.0 0.1 0.1
0.0 0.0 -0.2
0.0 0.6 0.4
0.1 -0.7 0.3
3.3 -0.4 1.4
-0.1 -0.1 0.0
0.2 -0.2 0.0
0.0 0.1 -0.1
0.0 0.0 -0.2
0.0 0.1 0.1
0.1 0.1 0.3



Which of these has the highest calculated total energy?
C3H7NO